(P)
{"formula": "C2H7NOS2", "method": "ωB97M-V with the def2-TZVPD basis set", "symbols": ["S", "S", "O", "N", "C", "C", "H", "H", "H", "H", "H", "H", "H"], "positions_angstrom": [[0.765, 0.081, -0.635], [-1.544, -0.694, -0.503], [1.291, -0.621, -1.762], [1.457, -0.167, 0.712], [0.545, 2.046, -0.946], [-1.288, -1.686, 0.925], [-1.135, -1.182, 1.807], [-0.285, 2.111, -1.563], [0.940, -0.015, 1.529], [1.456, 2.451, -1.332], [-2.160, -2.506, 0.958], [0.256, 2.433, 0.032], [-0.299, -2.251, 0.778]], "mulliken_charge": [0.76, -0.13, -0.54, -0.58, -0.79, -0.80, 0.32, 0.33, 0.24, 0.33, 0.26, 0.28, 0.31], "smiles": "CS[S@@](C)(=N)=O", "lumo_ev": -0.58, "homo_lumo_gap_ev": 8.5}


(Q)
{"formula": "C2H7NOS2", "method": "ωB97M-V with the def2-TZVPD basis set", "symbols": ["S", "S", "O", "N", "C", "C", "H", "H", "H", "H", "H", "H", "H"], "positions_angstrom": [[-3.061, 0.074, 0.848], [-1.426, 1.488, 1.139], [2.072, -0.001, -0.050], [1.927, -2.241, 0.405], [2.529, -1.145, -0.235], [-1.662, 2.112, -0.563], [2.381, -3.139, 0.617], [1.366, -1.897, 1.108], [-1.340, 1.579, -1.446], [-2.728, 2.367, -0.696], [3.382, -1.502, -0.941], [-1.228, 3.140, -0.470], [-2.212, -0.835, 0.285]], "mulliken_charge": [-0.25, -0.04, -0.53, -0.39, 0.19, -0.79, 0.24, 0.24, 0.31, 0.35, 0.26, 0.25, 0.17], "smiles": "NC=O.CSS", "lumo_ev": 0.37, "homo_lumo_gap_ev": 9.4}


(R)
{"formula": "C2H7NOS2", "method": "ωB97M-V with the def2-TZVPD basis set", "symbols": ["S", "S", "O", "N", "C", "C", "H", "H", "H", "H", "H", "H", "H"], "positions_angstrom": [[-0.051, 1.195, 0.682], [2.668, 0.484, 1.417], [-0.804, 0.653, -0.589], [3.266, 1.793, 0.615], [-1.328, -1.747, -0.313], [-1.835, -0.246, -0.552], [-2.150, -0.291, -1.570], [-0.421, -1.919, -0.908], [2.846, 2.061, -0.229], [3.541, 2.581, 1.159], [-2.524, -0.045, 0.224], [-1.022, -2.102, 0.690], [-2.187, -2.418, -0.626]], "mulliken_charge": [-0.08, -0.11, -0.24, -0.37, -1.02, -0.20, 0.27, 0.32, 0.27, 0.25, 0.29, 0.32, 0.30], "lumo_ev": [-1.00, -0.89], "homo_lumo_gap_ev": [7.5, 7.3]}


Q: Which of them is the least stable? A: (R).


(P)
{"formula": "C4H9F2N", "method": "ωB97M-V with the def2-TZVPD basis set", "symbols": ["F", "F", "N", "C", "C", "C", "C", "H", "H", "H", "H", "H", "H", "H", "H", "H"], "positions_angstrom": [[-1.818, -0.529, -0.840], [1.493, 0.187, -1.785], [0.487, -1.700, 0.276], [0.759, 1.159, -1.132], [0.665, 0.786, 0.326], [-1.617, -0.465, 0.535], [-0.103, -0.436, 0.770], [-2.170, 0.456, 0.940], [1.250, 2.167, -1.303], [-0.012, -0.361, 1.899], [-0.249, 1.183, -1.641], [1.390, -1.471, -0.070], [0.223, 1.635, 0.853], [-0.026, -1.945, -0.538], [1.708, 0.717, 0.682], [-1.980, -1.381, 1.030]], "mulliken_charge": [-0.29, -0.30, -0.73, -0.24, -0.93, -0.59, 0.43, 0.30, 0.27, 0.22, 0.21, 0.31, 0.39, 0.29, 0.34, 0.32], "smiles": "N[C@H](CF)CCF", "lumo_ev": 0.95, "homo_lumo_gap_ev": 10.5}


(Q)
{"formula": "C4H9F2N", "method": "ωB97M-V with the def2-TZVPD basis set", "symbols": ["F", "F", "N", "C", "C", "C", "C", "H", "H", "H", "H", "H", "H", "H", "H", "H"], "positions_angstrom": [[0.058, 1.994, 0.088], [-4.295, -0.895, -0.224], [-2.787, 0.651, 0.048], [1.093, 1.040, -0.249], [-2.973, -0.557, -0.355], [2.161, -1.138, -0.049], [0.942, -0.318, 0.352], [3.140, -0.742, 0.248], [2.082, -1.331, -1.063], [0.063, -0.901, 0.071], [-1.907, 1.088, -0.121], [0.811, -0.301, 1.514], [-3.575, 1.156, 0.402], [2.020, -2.123, 0.575], [2.139, 1.363, 0.137], [1.027, 1.014, -1.373]], "mulliken_charge": [-0.33, -0.17, -0.03, -0.27, -0.28, -1.24, -0.15, 0.38, 0.38, 0.21, 0.26, 0.25, 0.23, 0.27, 0.27, 0.23], "lumo_ev": 1.06, "homo_lumo_gap_ev": 10.2}


Q: Which of them is the least stable? A: (Q).